Record 1
Below is C40H49HgN3O2 as an isolated structure, with properties calculated with ωB97M-V/def2-TZVPD.

XYZ file:
```
95
Properties=species:S:1:pos:R:3:lowdin_charge:R:1
Hg -0.0381 -0.4818 -0.1238 1.255
C 6.3962 3.6086 -1.5500 -0.054
C 5.5100 3.7310 -0.3013 -0.559
C 5.2876 5.2177 0.0120 -0.056
C 6.2630 3.1065 0.8733 -0.072
C 4.1684 3.0445 -0.5589 -0.189
C 3.7283 1.9637 0.1750 0.021
C 2.4971 1.3388 -0.0907 -0.198
N 1.9649 0.3069 0.6240 0.013
C 2.5452 -0.4751 1.5537 -0.201
C 3.9295 -0.7610 1.6430 0.012
C 4.4232 -1.6453 2.5664 -0.185
C 3.5076 -2.2832 3.4416 0.000
C 2.1527 -2.0813 3.4131 -0.096
C 1.6026 -1.1357 2.4642 -0.335
O 0.3706 -0.8636 2.4103 -0.121
C 1.2001 -2.8324 4.3421 -0.540
C 1.9393 -3.7996 5.2695 -0.083
C 0.2079 -3.6567 3.5051 -0.046
C 0.4319 -1.8383 5.2271 -0.049
C 5.9067 -1.9870 2.6803 -0.560
C 6.4133 -1.6031 4.0790 -0.053
C 6.1173 -3.4935 2.4667 -0.054
C 6.7538 -1.2392 1.6512 -0.071
C 1.6292 1.8851 -1.0952 -0.316
O 0.4459 1.3847 -1.2851 -0.242
C 2.0904 2.9947 -1.8590 -0.098
C 3.3389 3.5229 -1.5812 -0.003
C 1.1976 3.5888 -2.9508 -0.537
C 1.8786 4.7437 -3.6905 -0.083
C 0.8545 2.5132 -3.9928 -0.048
C -0.0966 4.1426 -2.3341 -0.047
H 7.3605 4.1001 -1.3883 0.078
H 5.9227 4.0683 -2.4186 0.074
H 6.5783 2.5584 -1.7859 0.087
H 6.2394 5.7110 0.2312 0.077
H 4.6318 5.3326 0.8770 0.089
H 4.8252 5.7371 -0.8284 0.072
H 7.2085 3.6330 1.0259 0.080
H 6.4910 2.0550 0.6860 0.071
H 5.6891 3.1691 1.7999 0.089
H 4.3098 1.6077 1.0103 0.082
H 4.5888 -0.3197 0.9121 0.087
H 3.9096 -2.9845 4.1613 0.085
H 2.4791 -4.5678 4.7105 0.081
H 1.2120 -4.3035 5.9105 0.078
H 2.6502 -3.2802 5.9167 0.080
H 0.7422 -4.4020 2.9098 0.085
H -0.3574 -3.0164 2.8313 0.068
H -0.4897 -4.1840 4.1631 0.078
H 1.1268 -1.2813 5.8612 0.084
H -0.2630 -2.3784 5.8776 0.077
H -0.1266 -1.1337 4.6162 0.072
H 5.8661 -2.1327 4.8599 0.074
H 6.2853 -0.5323 4.2491 0.088
H 7.4748 -1.8465 4.1834 0.078
H 5.5819 -4.0815 3.2130 0.073
H 7.1794 -3.7464 2.5355 0.077
H 5.7539 -3.7935 1.4819 0.089
H 6.6784 -0.1578 1.7829 0.072
H 6.4526 -1.4794 0.6298 0.088
H 7.8037 -1.5194 1.7670 0.081
H 3.6885 4.3638 -2.1653 0.086
H 2.8069 4.4279 -4.1721 0.082
H 2.1036 5.5782 -3.0223 0.080
H 1.2078 5.1119 -4.4704 0.078
H 1.7666 2.1456 -4.4698 0.086
H 0.2102 2.9354 -4.7702 0.077
H 0.3426 1.6754 -3.5253 0.071
H 0.1334 4.9405 -1.6230 0.087
H -0.6411 3.3568 -1.8173 0.054
H -0.7359 4.5583 -3.1193 0.080
C -4.9003 3.4279 -0.0061 -0.101
C -5.5980 2.2260 0.0568 -0.097
C -4.9168 1.0208 0.0637 -0.034
C -3.5252 1.0319 0.0164 -0.244
C -2.8194 2.2277 -0.0365 -0.017
C -3.5144 3.4281 -0.0559 -0.080
N -2.7190 -0.1395 0.0145 0.018
N -3.3035 -1.2054 -0.2073 0.073
C -2.4503 -2.3628 -0.2746 -0.300
C -3.1458 -3.5683 -0.2850 -0.054
C -2.4475 -4.7618 -0.3599 -0.107
C -1.0624 -4.7282 -0.4414 -0.106
C -0.3853 -3.5141 -0.4432 -0.146
C -1.0575 -2.2938 -0.3650 -0.243
H -5.4427 4.3652 -0.0151 0.095
H -6.6802 2.2319 0.0996 0.096
H -5.4380 0.0754 0.1077 0.099
H -1.7369 2.1988 -0.0864 0.091
H -2.9688 4.3615 -0.1112 0.102
H -4.2269 -3.5456 -0.2272 0.099
H -2.9753 -5.7073 -0.3557 0.092
H -0.5026 -5.6544 -0.5009 0.095
H 0.6971 -3.5274 -0.4987 0.088
```

Total charge: -1
M (g mol⁻¹): 804.4
DFT total energy (Eh): -2021.83841
Gap between HOMO and LUMO (spin up / spin down) (hartree): 0.196 / 0.215
Spin multiplicity: 2
Max |F| (eV/Å): 0.38

***

Record 2
Below is an isolated ion of composition C6H10O and charge -1, with properties calculated with ωB97M-V/def2-TZVPD.

XYZ file:
```
17
Properties=species:S:1:pos:R:3:lowdin_charge:R:1
O 3.2653 -1.7385 0.3406 -0.234
C 2.8386 -0.9597 1.2581 -0.501
C 1.4535 -0.3843 1.2812 -0.309
C 0.7339 -0.4790 -0.0670 -0.244
C -0.5380 0.3568 -0.1288 -0.148
C -1.3729 0.3528 -1.1548 -0.202
C -2.7072 1.0997 -1.2258 -0.129
H 3.4120 -0.7422 2.1777 0.037
H 0.7976 -1.0127 1.9749 0.082
H 1.3588 0.6145 1.7139 0.077
H 1.3474 -0.2228 -0.9284 0.105
H 0.4040 -1.5136 -0.2087 0.106
H -0.7733 1.0084 0.7174 0.102
H -1.2290 -0.3427 -1.9827 0.093
H -2.4799 2.1699 -1.3226 0.061
H -3.2780 0.9727 -0.3155 0.056
H -3.2328 0.8207 -2.1296 0.048
```

Total charge: -1
M (g mol⁻¹): 98.1
DFT total energy (Eh): -309.77399
Energy relative to the best compared isomer or geometry (same formula, charge and spin) (eV): 0.3855
Gap between HOMO and LUMO (spin up / spin down) (hartree): 0.106 / 0.249
Spin multiplicity: 2
Max |F| (eV/Å): 1.69

***

Record 3
Below is C24H52Br18N2O8S as an isolated structure, with properties calculated with ωB97M-V/def2-TZVPD.

XYZ file:
```
105
Properties=species:S:1:pos:R:3:lowdin_charge:R:1
C -3.3287 1.0452 -3.8315 -0.077
O -3.2208 -0.0814 -2.9731 -0.195
C -3.4583 0.2847 -1.6214 -0.221
C -3.6200 -1.0456 -0.8954 -0.141
N -2.3810 -1.8002 -1.0125 0.050
H -2.0871 -1.9818 -1.9785 0.168
H -1.4908 -1.4010 -0.6382 0.073
C -2.5547 -3.1218 -0.3081 -0.092
C -1.2542 -3.8882 -0.4593 -0.196
O -0.9675 -4.0584 -1.8837 -0.185
C 0.0602 -5.0502 -1.9486 -0.121
H -3.0853 0.6880 -4.8169 0.065
H -2.5681 1.8301 -3.5357 0.093
H -4.2571 1.5119 -3.7016 0.068
H -4.3852 0.8477 -1.4725 0.120
H -2.6075 0.8439 -1.1726 0.117
H -4.5033 -1.5554 -1.3815 0.159
H -3.8164 -0.9011 0.1790 0.070
H -3.3695 -3.6314 -0.7783 0.132
H -2.7264 -2.9651 0.7288 0.068
H -1.3543 -4.8812 0.0200 0.131
H -0.4144 -3.3755 0.0781 0.088
H -0.1427 -6.1421 -1.7331 0.112
H 0.8826 -4.7897 -1.2176 0.026
H 0.4883 -4.8933 -2.9145 0.065
C 0.5348 4.3896 6.2224 -0.072
O 1.3686 3.3056 5.7616 -0.186
C 0.6011 2.1811 5.4224 -0.239
C 1.5621 1.0793 4.9607 -0.094
N 2.0873 1.4983 3.6258 0.028
H 1.2847 1.3536 2.8457 0.136
H 2.1033 2.4592 3.4118 0.139
C 3.2261 0.8247 3.1376 -0.207
C 4.5207 1.2718 3.6871 -0.240
O 4.8748 2.5703 3.3428 -0.149
C 6.0891 2.9255 3.9291 -0.123
H 1.1166 4.9108 6.9451 0.080
H -0.3844 4.0557 6.6887 0.085
H 0.1903 5.0622 5.4634 0.072
H -0.1923 2.5210 4.6420 0.058
H 0.1680 1.7442 6.3572 0.141
H 1.1021 0.0745 4.8281 0.085
H 2.4125 0.9717 5.6388 0.118
H 3.2297 0.7595 2.0576 0.119
H 3.1312 -0.2122 3.4409 0.035
H 5.2471 0.5787 3.2537 0.129
H 4.5980 1.1282 4.8035 0.143
H 6.2871 3.9996 3.7460 0.099
H 7.0167 2.4433 3.5865 0.095
H 6.0346 2.7998 5.0045 0.083
S -0.2619 -0.4463 1.3522 0.263
O -1.6972 -0.4858 1.6635 -0.379
O -0.1867 -0.6816 -0.1084 -0.376
O 0.3096 0.8752 1.6699 -0.418
O 0.4292 -1.5268 2.0648 -0.374
C 2.8044 -3.1305 0.7160 -1.522
Br 1.8069 -4.5830 1.3952 0.669
Br 3.8165 -3.6533 -0.8788 0.570
Br 4.0133 -2.3870 2.1231 0.595
H 2.1880 -2.3020 0.3919 -0.046
C -2.2533 2.5577 2.3794 -1.507
Br -3.0265 2.4758 4.1693 0.586
Br -0.7840 3.8249 2.3102 0.600
Br -3.5527 3.1077 0.9950 0.560
H -1.8976 1.5255 2.2104 -0.063
C 1.6739 1.7575 -0.9272 -1.488
Br 2.1313 3.6082 -0.4095 0.564
Br 3.3625 0.8520 -1.2693 0.575
Br 0.5918 1.7880 -2.5723 0.575
H 1.0339 1.3117 -0.1858 -0.086
C -0.2276 6.3657 -1.2717 -1.629
Br -1.8019 5.4881 -2.0538 0.514
Br -0.6765 7.6940 0.0610 0.567
Br 0.8668 7.0185 -2.7064 0.564
H 0.4301 5.6138 -0.8432 -0.134
C -3.5787 -1.9661 3.5195 -1.551
Br -5.2099 -1.8018 2.4586 0.587
Br -3.1529 -3.8655 3.5519 0.548
Br -4.0166 -1.4520 5.3128 0.544
H -2.7492 -1.4173 3.1618 -0.073
C 1.1610 -3.1170 4.9601 -1.523
Br 1.1009 -5.0510 5.0450 0.580
Br 2.8171 -2.2604 5.6583 0.555
Br -0.4220 -2.3268 5.7554 0.579
H 1.1994 -2.7135 3.9969 -0.117
C -1.7005 0.6125 -8.8827 -0.117
C -1.7211 0.2295 -7.3990 -0.295
C -0.5832 -0.6838 -7.0112 -0.262
C -0.3078 -0.8579 -5.5376 -0.216
C 0.5218 -2.1449 -5.2622 -0.221
C 1.2251 -2.1589 -3.8336 -0.091
H -2.1456 -0.2054 -9.5112 0.082
H -0.6550 0.7724 -9.2605 0.078
H -2.2217 1.5612 -9.0932 0.068
H -1.6162 1.0991 -6.8668 0.068
H -2.6822 -0.2778 -7.2018 0.117
H 0.2937 -0.3741 -7.6176 0.119
H -0.8985 -1.6136 -7.4941 0.116
H 0.2251 0.0167 -5.1875 0.084
H -1.3108 -1.0488 -5.1264 0.111
H -0.2348 -2.9311 -5.2752 0.087
H 1.2596 -2.5043 -6.0819 0.132
H 1.8457 -1.2801 -3.8676 0.050
H 0.5924 -2.0740 -2.9951 0.039
H 1.8251 -3.0174 -3.7251 0.032
```

M (g mol⁻¹): 1967.0
DFT total energy (Eh): -48387.38570
Energy relative to the best compared isomer or geometry (same formula, charge and spin) (eV): 0.0052
Gap between HOMO and LUMO (hartree): 0.327
Spin multiplicity: 1
Max |F| (eV/Å): 4.01

***

Record 4
Below is C62H78N3O3PSe2V as an isolated structure, with properties calculated with ωB97M-V/def2-TZVPD.

XYZ file:
```
150
Properties=species:S:1:pos:R:3:lowdin_charge:R:1
V -0.1859 0.2659 -0.9131 0.233
C -0.5125 4.5923 5.0885 -0.068
C -0.5304 5.3987 3.7900 -0.559
C -1.8321 6.2116 3.7447 -0.047
C 0.6705 6.3559 3.8023 -0.045
C -0.4523 4.4939 2.5604 -0.171
C -0.3400 3.1108 2.6275 -0.057
C -0.2905 2.3695 1.4582 -0.364
Se 0.0254 0.4651 1.5488 1.125
C 1.9548 0.5144 1.5493 -0.361
C 2.6397 0.6754 2.7340 -0.066
C 4.0303 0.7783 2.7325 -0.172
C 4.6451 0.7041 1.4923 0.011
C 3.9862 0.5348 0.2675 -0.072
C 2.5844 0.4230 0.2858 -0.314
O 1.8442 0.2422 -0.8186 -0.321
C 4.9009 0.4991 -0.9785 -0.520
C 5.7071 1.8066 -1.0428 -0.047
C 4.1807 0.3512 -2.3205 -0.056
C 5.8641 -0.6933 -0.8505 -0.045
C 4.7987 0.9856 4.0410 -0.561
C 6.3069 1.0777 3.8123 -0.069
C 4.3272 2.2896 4.6998 -0.050
C 4.5202 -0.1893 4.9867 -0.051
C -0.3658 2.9406 0.1794 -0.311
O -0.3636 2.1482 -0.9099 -0.266
C -0.4056 4.3390 0.0935 -0.072
C -0.4606 5.0548 1.2872 0.010
C -0.3481 5.1590 -1.2133 -0.520
C -0.2843 4.3253 -2.4994 -0.056
C 0.9105 6.0395 -1.1752 -0.046
C -1.5887 6.0584 -1.3155 -0.041
H -0.5804 5.2726 5.9412 0.084
H 0.4126 4.0177 5.1922 0.081
H -1.3567 3.8987 5.1428 0.086
H -1.9124 6.8547 4.6264 0.083
H -2.6990 5.5449 3.7237 0.083
H -1.8771 6.8474 2.8571 0.077
H 0.6395 6.9971 4.6887 0.083
H 0.6787 7.0001 2.9198 0.077
H 1.6075 5.7934 3.8156 0.089
H -0.2789 2.5898 3.5753 0.095
H 2.0755 0.7313 3.6597 0.102
H 5.7235 0.7792 1.4596 0.086
H 5.0348 2.6653 -1.1144 0.092
H 6.3545 1.8028 -1.9256 0.084
H 6.3400 1.9468 -0.1646 0.073
H 3.5097 1.1892 -2.5143 0.091
H 3.6153 -0.5806 -2.3709 0.060
H 4.9349 0.3294 -3.1140 0.091
H 6.5302 -0.5908 0.0095 0.075
H 6.4838 -0.7763 -1.7492 0.083
H 5.3026 -1.6245 -0.7314 0.089
H 6.5650 1.9188 3.1637 0.086
H 6.7022 0.1621 3.3642 0.087
H 6.8127 1.2269 4.7698 0.084
H 4.4904 3.1379 4.0300 0.090
H 4.8759 2.4708 5.6299 0.083
H 3.2608 2.2538 4.9373 0.073
H 4.8285 -1.1323 4.5276 0.090
H 3.4565 -0.2658 5.2259 0.076
H 5.0703 -0.0648 5.9251 0.082
H -0.5082 6.1367 1.2149 0.101
H 0.5996 3.6900 -2.5314 0.085
H -0.2483 5.0146 -3.3502 0.084
H -1.1561 3.6813 -2.6097 0.073
H 1.8089 5.4218 -1.0953 0.092
H 0.9011 6.7325 -0.3311 0.074
H 0.9793 6.6301 -2.0941 0.084
H -2.4969 5.4522 -1.3518 0.062
H -1.5367 6.6593 -2.2288 0.085
H -1.6735 6.7425 -0.4677 0.077
O 1.2139 -0.1069 -3.3559 -0.056
N -0.0980 -0.0025 -2.8657 -0.134
C -0.9035 -0.1651 -3.8408 -0.089
C -2.3918 -0.1506 -3.8248 -0.175
C -2.9607 -0.2642 -5.0977 -0.043
C -4.3272 -0.1980 -5.2922 -0.070
C -5.1664 -0.0123 -4.2029 -0.066
C -4.6165 0.0670 -2.9358 -0.107
C -3.2385 -0.0154 -2.7192 -0.294
P -2.5312 0.0573 -1.0200 1.055
C -3.3356 -1.3994 -0.2047 -0.309
C -4.1377 -2.3102 -0.8943 -0.081
C -4.7350 -3.3834 -0.2409 -0.079
C -4.5519 -3.5598 1.1223 -0.101
C -3.7332 -2.6780 1.8172 -0.085
C -3.1077 -1.6297 1.1538 -0.117
C -3.4288 1.5048 -0.3157 -0.315
C -3.6051 1.6379 1.0583 -0.084
C -4.1484 2.7965 1.6004 -0.071
C -4.5358 3.8394 0.7717 -0.078
C -4.3735 3.7147 -0.6011 -0.091
C -3.8034 2.5685 -1.1378 -0.089
H 1.7631 0.0893 -2.5579 0.034
H -0.4417 -0.3108 -4.8130 0.135
H -2.3028 -0.3940 -5.9505 0.112
H -4.7365 -0.2880 -6.2906 0.106
H -6.2378 0.0621 -4.3411 0.108
H -5.2681 0.1949 -2.0792 0.120
H -4.3038 -2.1943 -1.9547 0.093
H -5.3558 -4.0728 -0.8014 0.105
H -5.0287 -4.3865 1.6351 0.104
H -3.5730 -2.8028 2.8825 0.109
H -2.4250 -0.9970 1.7097 0.053
H -3.3209 0.8378 1.7297 0.086
H -4.2638 2.8795 2.6744 0.105
H -4.9527 4.7465 1.1921 0.104
H -4.6892 4.5147 -1.2601 0.104
H -3.6513 2.5085 -2.2075 0.106
C 2.8524 -3.0898 -3.3504 -0.115
C 2.0291 -4.3339 -3.6843 -0.241
C 0.7594 -4.0215 -4.4752 -0.174
C -0.3253 -3.3279 -3.6614 -0.141
N -0.7848 -4.1471 -2.5341 0.001
C -0.5960 -3.8526 -1.2322 -0.594
Se 0.3574 -2.4164 -0.5718 0.867
N -1.1434 -4.8435 -0.5014 0.003
C -1.1842 -4.9071 0.9600 -0.166
C -0.2239 -5.9436 1.5174 -0.184
C -0.2221 -5.9406 3.0444 -0.252
C -1.5414 -6.4090 3.6557 -0.106
C -1.7147 -5.7890 -1.3509 -0.142
C -2.4027 -6.9629 -1.0862 -0.001
C -2.8490 -7.6896 -2.1790 -0.079
C -2.6233 -7.2448 -3.4887 -0.079
C -1.9482 -6.0607 -3.7429 -0.002
C -1.4928 -5.3458 -2.6447 -0.135
H 3.8000 -3.3627 -2.8795 0.076
H 2.3219 -2.4329 -2.6574 0.009
H 3.0784 -2.5171 -4.2549 0.083
H 1.7608 -4.8541 -2.7584 0.103
H 2.6362 -5.0281 -4.2688 0.106
H 0.3575 -4.9438 -4.8999 0.096
H 1.0049 -3.3609 -5.3120 0.121
H -1.1940 -3.1102 -4.2866 0.129
H 0.0402 -2.3918 -3.2448 0.055
H -2.2148 -5.1008 1.2507 0.106
H -0.9105 -3.9195 1.3248 0.082
H 0.7786 -5.7173 1.1452 0.120
H -0.4892 -6.9426 1.1552 0.109
H 0.0087 -4.9305 3.3970 0.112
H 0.5837 -6.5897 3.3906 0.107
H -2.3596 -5.7142 3.4453 0.060
H -1.4628 -6.4972 4.7400 0.071
H -1.8263 -7.3897 3.2622 0.075
H -2.5941 -7.2925 -0.0731 0.112
H -3.3864 -8.6151 -2.0171 0.104
H -2.9867 -7.8350 -4.3200 0.104
H -1.7963 -5.7106 -4.7544 0.110
```

M (g mol⁻¹): 1153.2
DFT total energy (Eh): -8887.63643
Gap between HOMO and LUMO (spin up / spin down) (hartree): 0.240 / 0.211
Spin multiplicity: 2
Max |F| (eV/Å): 1.65

***

The lowest DFT total energy belongs to which entry? C24H52Br18N2O8S